# 1
The following is a DFT calculation (wB97M-V/def2-TZVPD) of a 3-piece molecular cluster, C24H56BN4O3 overall in a non-equilibrium geometry.

Structure (XYZ):
```
88
Properties=species:S:1:pos:R:3:forces:R:3:mulliken_charge:R:1
O -4.055280 -4.394061 -2.034736 -1.50 0.06 0.62 -0.544
O 3.128646 4.148770 1.867780 0.02 -0.25 -0.30 -0.474
O -1.759584 4.404888 0.390234 0.44 0.10 0.08 -0.271
N -6.093777 -5.767863 -1.352644 1.53 0.29 -0.81 -0.064
N -3.951348 -0.711025 -1.369383 -0.21 0.23 1.84 0.054
N -4.742329 -1.595240 0.806998 1.57 0.41 -1.17 -0.266
N -5.983486 -2.013480 -0.998827 3.83 0.39 -0.91 -0.431
C 0.257053 0.946871 -0.614167 0.05 0.38 -0.89 0.273
C 6.822027 -2.503595 -0.335798 -0.32 -0.84 1.16 -0.684
C 1.798076 0.887797 -0.878938 0.05 0.49 0.09 -1.038
C -5.996139 -6.474084 -2.651230 -0.56 0.14 -0.45 -1.044
C 4.690379 0.184768 1.639351 -0.11 -0.72 -0.35 -0.823
C 2.561413 6.458117 1.483425 0.09 0.08 -0.24 -1.454
C -1.494027 -0.507290 -1.768524 -0.77 0.93 0.24 -0.997
C -3.707976 5.377078 1.423425 0.10 0.08 0.25 -1.219
C -5.800701 -3.351000 -0.321713 0.00 -1.42 0.40 -0.066
C -4.774714 -3.082837 0.871068 -1.57 0.45 -0.63 -0.546
C 2.060043 5.022592 1.505127 0.07 0.33 0.62 0.608
C 5.897049 -1.986870 0.832028 0.19 1.81 -1.36 -0.528
C 0.908891 4.853809 2.483539 -0.15 -0.15 -0.01 -1.108
C -4.773545 -1.345598 -0.581097 -3.10 -1.19 1.67 0.366
C -2.715652 -0.091974 -0.830168 1.54 -0.44 -0.42 -0.266
C -2.608342 5.554616 0.388452 -0.61 -0.35 -0.19 0.415
C 3.199666 -0.029025 1.166515 0.01 0.77 0.66 -0.811
C 2.658016 1.227665 0.388378 -0.01 -0.44 -0.31 0.000
C 9.200863 -3.534445 -0.482767 -0.45 -0.71 0.25 -1.197
C 5.701127 -0.429429 0.586560 -0.57 -0.26 1.31 -0.702
C 7.733511 -3.719822 0.076997 0.58 0.06 -1.02 -0.333
C -5.857240 -6.669140 -0.189070 -0.44 0.64 0.73 -0.962
C -3.185641 5.759439 -1.003184 0.19 0.15 -0.15 -1.391
C -0.562644 0.748198 -1.959959 -0.33 -1.37 0.65 -0.871
B -5.274265 -4.554578 -1.297148 0.00 -0.51 -0.10 0.276
H 1.735128 4.731996 0.503269 0.13 -0.14 0.03 0.153
H 2.046012 1.875332 1.060577 0.59 -0.44 -0.40 -0.137
H 6.697243 0.051613 0.719153 -0.68 -0.21 -0.43 0.456
H 6.140287 -2.846647 -1.147993 0.67 0.52 0.26 0.258
H 9.650332 -2.569392 -0.163852 -0.39 -0.50 -0.38 0.344
H 3.117568 -0.962386 0.553241 0.11 0.73 0.41 0.327
H -2.385528 5.876020 -1.736670 -0.01 0.06 0.06 0.325
H -4.315703 4.495105 1.196792 -0.03 0.07 -0.12 0.283
H 4.794368 -0.341402 2.616529 0.22 0.30 -0.62 0.415
H 7.470800 -1.671505 -0.683761 -0.50 -0.48 0.09 0.386
H -6.612919 -7.403033 -2.628485 0.59 0.62 0.08 0.402
H -1.235071 1.610008 -2.178097 0.73 -0.44 -0.03 0.420
H -5.275698 -3.488836 1.770327 0.87 0.49 -0.17 0.342
H -1.986683 6.410966 0.657114 0.14 -0.16 0.00 0.305
H 9.874565 -4.340162 -0.104914 -0.51 0.51 -0.26 0.350
H -3.985029 -1.192023 1.350549 -0.12 0.11 -0.27 0.323
H -4.362191 6.249954 1.458975 -0.01 -0.06 0.00 0.407
H -1.948953 -0.887907 -2.710795 0.56 0.29 0.38 0.448
H 7.310705 -4.626708 -0.420558 0.36 0.46 0.66 0.232
H 2.579297 -0.174335 2.087153 0.33 -0.06 -0.78 0.367
H 4.921492 1.258272 1.835452 -0.40 -0.68 -0.26 0.326
H -5.837542 -2.108320 -2.008410 -0.80 -0.27 0.04 0.324
H 2.010902 1.661399 -1.660783 -0.22 -0.58 0.53 0.365
H 4.877271 -2.424063 0.762786 0.79 -0.17 0.44 0.193
H 0.106422 0.540588 -2.823028 -0.34 0.41 0.58 0.434
H -3.301641 -4.470880 -1.441248 0.20 0.13 -0.16 0.303
H -2.295495 3.642052 0.154271 -0.11 0.05 0.00 0.139
H 0.068522 5.497005 2.217414 0.00 -0.05 0.03 0.181
H -6.821869 -6.790213 0.348937 0.69 -0.34 -0.21 0.280
H -3.279213 5.221848 2.415366 0.01 0.07 -0.04 0.306
H 7.775892 -3.905784 1.171244 -0.20 0.30 -0.63 0.346
H 1.225607 5.096033 3.502702 0.06 0.12 -0.06 0.419
H -0.952678 -1.344935 -1.274849 -0.27 0.53 -0.50 0.351
H -6.784979 -3.692711 0.060084 0.65 0.51 0.02 0.353
H 3.537497 1.841806 0.090896 -0.64 -0.37 0.09 0.428
H 3.426824 4.392918 2.750127 -0.01 0.05 0.01 0.318
H -4.182069 -0.683811 -2.359116 0.29 0.22 0.20 0.314
H -3.824239 6.643726 -1.040286 -0.01 -0.05 -0.03 0.412
H 3.392997 6.562933 0.784131 -0.08 -0.02 -0.02 0.373
H 0.017609 1.962675 -0.228304 0.24 -0.64 0.01 -0.165
H -3.723852 -3.409075 0.715689 -0.83 -0.49 0.13 0.293
H 5.274192 -0.250073 -0.429817 0.62 -0.05 0.56 0.272
H -3.776114 4.890077 -1.310257 -0.09 0.03 0.12 0.303
H -0.084376 0.196722 0.144203 0.44 0.54 -0.47 0.212
H 0.564287 3.817645 2.496024 -0.04 0.05 -0.09 0.271
H -2.467637 -0.492810 0.180466 -0.72 0.22 -0.71 0.168
H 2.934065 6.754005 2.468431 -0.13 -0.03 0.03 0.358
H -5.437960 -7.648476 -0.505911 -0.32 0.69 0.16 0.382
H 2.115754 -0.088178 -1.328029 -0.38 0.63 0.41 0.287
H -5.131790 -6.206851 0.532827 -0.51 -0.49 -0.46 0.328
H -4.947895 -6.693373 -2.959190 -0.69 -0.01 0.20 0.304
H -6.479802 -5.814991 -3.414384 0.55 -0.58 0.41 0.334
H 9.170049 -3.640521 -1.594047 0.18 0.41 0.80 0.283
H 6.364498 -2.080538 1.835213 -0.42 -0.32 -0.61 0.359
H 1.768870 7.149431 1.189410 0.04 0.00 0.04 0.360
H -2.812202 1.006557 -0.717091 -0.14 -0.64 -0.36 0.170
```
Forces are in eV/Å.

Properties
frontier orbital gap: 8.62 eV
total charge: +1
electronic energy: -1417.38995 Ha

***

# 2
The following is a DFT calculation (wB97M-V/def2-TZVPD) of a 9-piece molecular cluster, C24H56N8O12S overall in a non-equilibrium geometry.

Structure (XYZ):
```
101
Properties=species:S:1:pos:R:3:forces:R:3:mulliken_charge:R:1
S 0.153646 0.456760 0.133163 1.53 -0.45 1.74 -0.072
O 1.285254 4.349177 -3.472054 0.32 1.68 -0.24 -0.746
O 5.508187 -1.099596 -2.808888 0.28 -0.27 0.41 -0.744
O -0.500587 -3.122984 -3.779612 -0.06 0.41 0.25 -0.791
O -1.623021 5.204849 3.186610 0.04 0.16 -0.66 -0.762
O 1.614167 0.600025 -0.152228 -0.27 0.60 -0.25 -0.100
O 3.938211 -0.087073 4.312373 -0.62 -0.12 0.12 -0.758
O -0.039284 -0.961412 0.404059 -0.82 -2.04 -0.07 0.051
O -3.796158 -1.034784 3.738561 0.29 -0.48 0.07 -0.696
O -0.347720 -6.135664 2.331323 -0.60 1.13 -0.50 -0.745
O -0.692861 0.947897 -0.929958 -0.53 0.49 -1.85 -0.908
O -0.213741 1.180438 1.362119 0.21 0.37 0.85 -0.877
O -4.281824 1.480960 -3.906849 -1.35 0.35 -0.32 -0.756
N -0.951540 -2.787890 -1.611735 0.45 0.97 1.27 0.779
N 4.128575 -1.428563 -1.036038 -0.66 0.35 0.79 0.064
N -1.440397 3.455486 1.711268 -0.70 0.07 0.46 0.519
N 2.841425 -0.632242 2.391230 -0.84 -1.67 0.18 0.143
N -1.150403 -4.147449 1.502382 -0.84 0.45 0.92 0.343
N -2.688765 2.260633 -2.493232 -0.94 1.00 -0.09 0.292
N 1.262543 2.195725 -2.981954 0.37 -1.17 1.22 0.452
N -3.277797 0.366521 2.024661 1.10 -0.81 -1.64 0.038
C 4.704173 -0.671368 -1.984994 0.03 0.37 -0.93 0.676
C 4.246223 0.779516 -2.106691 -0.31 -1.15 0.37 -0.176
C -2.713972 -0.076172 -2.985774 -1.11 -1.48 0.48 -0.327
C 2.510525 -2.035933 2.727588 -0.21 -0.17 -0.41 -0.888
C 4.366378 -2.841360 -0.894535 -0.69 -0.12 -0.63 -1.056
C 1.295042 1.664245 -4.354693 -1.63 1.88 0.24 -1.333
C -0.063395 3.493193 3.698610 1.15 -0.68 -1.38 -0.614
C 1.105501 -1.840832 -2.578489 -0.96 0.98 1.59 1.293
C -0.192270 -2.584669 -2.705625 -0.46 -2.15 -1.40 0.392
C -2.790104 1.143783 4.239825 0.08 -0.85 -0.86 -0.886
C -0.316307 -5.185589 1.532221 1.53 -1.33 0.00 0.726
C 1.290245 3.510853 -2.598081 -0.50 -1.37 -0.58 0.595
C 3.785191 1.565107 2.608372 -1.41 -0.60 -0.02 -0.423
C -3.256005 -0.029864 3.315699 -0.82 1.66 0.51 0.776
C -2.231662 -3.939811 2.485062 0.04 -0.79 -0.82 -1.082
C -2.210160 -3.516527 -1.494885 1.88 -0.38 -1.74 -1.085
C -2.681411 3.660531 0.990728 0.31 0.13 -0.38 -0.891
C -3.641412 -0.483265 0.854054 -1.20 0.71 1.62 -1.204
C -1.072761 4.172973 2.800287 -1.27 -0.39 1.24 0.755
C 3.435980 0.226672 3.233300 2.05 -0.37 0.13 0.708
C -3.114874 3.672842 -2.597366 1.24 -1.34 0.04 -1.188
C 1.351145 3.761529 -1.071598 -0.27 -0.04 -1.28 -0.420
C -3.363701 1.292598 -3.144199 2.89 -0.58 -0.05 0.623
C 0.845151 -5.156927 0.520773 -0.29 0.47 0.05 -0.521
H -3.817989 0.224510 0.046235 0.25 -0.31 -0.25 0.354
H -2.559599 1.038731 1.795569 0.13 0.01 0.09 -0.005
H -1.077726 2.500860 1.560253 0.83 0.38 0.15 -0.097
H 2.651577 -2.756692 1.917189 0.59 0.60 -0.64 0.144
H -2.448296 4.135903 0.037299 -0.44 0.39 0.07 0.292
H -3.924551 3.870047 -1.896114 -0.06 0.30 -0.18 0.311
H 3.473791 1.051110 -1.386614 0.21 0.08 0.12 -0.266
H 0.516683 3.292346 -0.551098 0.19 -0.37 -0.03 -0.064
H 0.565260 2.304113 -4.859055 0.19 0.03 -0.62 0.440
H -3.369085 3.884549 -3.634698 -0.29 0.08 0.14 0.387
H 2.331561 -0.249280 1.606475 -0.06 0.16 -0.33 -0.199
H -1.714926 -0.334821 -3.334094 0.09 0.96 -0.40 0.146
H -2.199561 4.208381 -2.345527 -0.33 0.52 0.11 0.356
H 1.983629 -2.443250 -2.797406 -0.19 0.10 -0.48 0.563
H 3.434234 -3.371456 -0.690375 -0.21 0.22 0.01 0.167
H 1.443001 -2.207650 2.876910 -0.08 0.55 0.65 0.208
H -1.945367 -4.551768 -1.725158 -0.39 -0.33 0.36 0.428
H -1.702766 1.211877 4.280559 0.05 -0.47 0.39 0.056
H 3.026501 1.715083 1.837732 0.17 0.65 -0.13 -0.139
H 3.111016 -2.463077 3.528184 -0.11 0.64 0.31 0.483
H 1.769124 -5.153255 1.099068 -0.02 -0.24 0.04 0.275
H 4.759778 1.463355 2.133999 0.07 0.19 0.20 0.238
H -2.501236 -2.887543 2.529608 0.17 -0.04 0.22 0.281
H -1.975413 -4.371943 3.450458 0.32 0.34 -0.01 0.404
H -2.826962 -3.221740 -2.344053 -0.75 0.27 0.60 0.283
H -3.104002 2.690317 0.730602 0.06 -0.11 -0.01 0.218
H 0.249700 2.596706 3.158943 0.21 -0.19 0.26 -0.092
H 4.674135 -3.154098 -1.892840 0.65 -0.50 0.35 0.442
H 0.979415 -0.907317 -3.126061 0.53 -0.28 -0.53 -1.051
H -3.101275 -4.511090 2.152476 -0.22 0.11 0.00 0.319
H 5.021434 -3.099397 -0.062597 0.45 0.10 -0.33 0.312
H 5.150928 1.378954 -2.027819 -0.23 0.28 -0.28 0.468
H 0.852624 0.675918 -4.461367 0.43 -0.14 0.54 0.407
H 0.835365 4.106070 3.775148 -0.12 0.17 0.31 0.330
H 3.273990 -1.049957 -0.649144 0.08 0.23 0.32 0.032
H 0.882878 -4.272372 -0.116653 -0.27 0.07 0.02 -0.166
H -0.411631 3.176456 4.679411 -0.35 0.48 -0.06 0.262
H -3.050903 2.094861 3.775195 -0.44 -0.02 0.16 0.234
H -3.389910 -0.785882 -3.466383 0.01 0.01 -0.13 0.365
H 1.275123 4.827952 -0.865105 0.36 0.00 -0.18 0.382
H -4.607357 -0.893853 1.153498 -0.08 -0.23 -0.34 0.527
H 3.731820 2.303743 3.405548 0.27 0.21 -0.28 0.285
H 2.300819 3.315093 -0.779992 -0.13 0.13 0.54 0.189
H -3.281436 0.984639 5.197184 0.32 0.22 0.08 0.404
H -3.000151 -1.319908 0.582785 0.51 0.38 0.12 0.223
H -1.859094 2.026163 -1.957161 -0.14 -0.22 0.10 0.250
H -0.683601 -2.259090 -0.790003 0.25 0.59 0.04 -0.268
H -2.662336 -0.392273 -1.943041 -0.07 0.31 0.18 -0.269
H 2.231634 1.768322 -4.900669 0.24 -0.13 0.41 0.335
H 1.160463 -1.469642 -1.552252 0.36 -0.18 0.09 -0.767
H 3.775329 0.779904 -3.089748 0.30 0.58 -0.13 -0.017
H -1.069303 -3.451372 0.780376 0.52 -0.01 0.24 -0.302
H 0.956657 1.577570 -2.239396 0.31 -0.33 -0.05 -0.444
H 0.818414 -6.032960 -0.125931 -0.02 -0.10 0.19 0.387
H -3.444021 4.184962 1.565938 0.26 0.34 -0.02 0.419
H -2.523836 -3.419134 -0.461037 -0.78 0.10 -0.45 0.359
```
Forces are in eV/Å.

Properties
frontier orbital gap: 8.82 eV
energy relative to the best compared isomer or geometry (same formula, charge and spin): 0.0 kcal per mole
total charge: -2
electronic energy: -2687.48994 Ha